# 1
This record from the Open Molecules 2025 dataset describes C14H13BrClNO in the gas phase. The level of theory is the ωB97M-V functional and the def2-TZVPD basis.

Its SMILES is Cc1nc2ccccc2c2c1C[C@@H]([C@@](C)(Cl)Br)O2. The value obtained for the molecular weight is 326.6 g/mol. The value obtained for the highest occupied orbital energy is -8.0 eV. The energy above the lowest of the compared OMol25 structures with the same formula, charge and spin is 1.275 eV. Its total energy is -3705.44579 a.u. The calculation puts the frontier orbital gap at 0.3045 Ha.

Geometry as ORCA input:
```
! RIJCOSX wB97M-V def2-TZVPD def2/J DEFGRID3
* xyz 0 1
Cl -2.48401 -1.49849 3.60983
Br -3.22726 -1.65655 0.53984
N 0.64671 2.39633 -1.14950
O 0.26488 -1.28050 0.70414
C -0.02451 2.16864 0.03098
C 2.52702 0.41369 -3.60150
C 2.54295 -0.79391 -3.00223
C -0.28618 0.92592 0.54625
C 1.94271 1.42583 -2.88441
C 1.94586 -0.92342 -1.73704
C 0.41431 -0.12047 -0.00747
C 1.28619 1.31768 -1.69303
C 1.22167 0.08011 -1.09968
C -0.90490 3.33888 0.30659
C -1.48829 -3.39566 2.08998
C -1.13867 0.48347 1.71528
C -1.85323 -1.91445 1.94657
C -0.65779 -1.01050 1.88936
H 2.98812 0.70803 -4.58810
H 3.09371 -1.55905 -3.53813
H 1.78922 2.44122 -3.37654
H 2.05352 -1.77675 -1.11263
H -1.78417 3.20237 -0.34423
H -0.48427 4.25985 -0.03420
H -1.05725 3.40008 1.36794
H -1.37229 -3.83471 1.14258
H -2.32967 -4.02309 2.54145
H -0.59294 -3.44290 2.80177
H -2.16509 0.67108 1.54481
H -0.89702 1.07799 2.62235
H 0.03066 -1.08069 2.76898
*
```

# 2
This record from the Open Molecules 2025 dataset describes a molecular structure, C2H4ClOP. The level of theory is the ωB97M-V functional and the def2-TZVPD basis.

The value obtained for the molecular weight is 110.5 g/mol. The value obtained for the highest occupied orbital energy is -9.4 eV. The energy above the lowest of the compared OMol25 structures with the same formula, charge and spin is 0.860 eV. Its total energy is -955.37448 a.u. The calculation puts the frontier orbital gap at 0.3636 Ha.

Geometry as ORCA input:
```
! RIJCOSX wB97M-V def2-TZVPD def2/J DEFGRID3
* xyz 0 1
C 0.12897 -0.00429 -0.86145
C -0.67651 0.07010 0.40762
O -0.91883 -0.36728 -1.74226
P -2.27280 0.24031 -0.84478
Cl -2.19933 2.22052 -1.18281
H 0.66936 0.98985 -0.97185
H 0.97316 -0.63049 -0.66023
H -0.88275 -0.92060 0.80038
H -0.56926 0.88331 1.06002
*
```

# 3
This record from the Open Molecules 2025 dataset describes a molecular structure, C41H56BrN3O2ScSi. The level of theory is the ωB97M-V functional and the def2-TZVPD basis.

The value obtained for the molecular weight is 775.9 g/mol. The value obtained for the highest occupied orbital energy is -9.5 eV. The energy above the lowest of the compared OMol25 structures with the same formula, charge and spin is 0.188 eV. Its total energy is -5534.76915 a.u. The calculation puts the frontier orbital gap at 0.2291 Ha.

Geometry as ORCA input:
```
! RIJCOSX wB97M-V def2-TZVPD def2/J DEFGRID3
* xyz 1 1
Sc -0.21382 0.32803 0.52343
C -0.70458 5.83928 1.10338
C -0.92215 5.37312 -0.18752
C -2.19525 4.98022 -0.57780
C -3.24746 5.03720 0.32391
C -3.03177 5.51227 1.60999
C -1.76255 5.91701 1.99905
H 0.28532 6.15668 1.40743
H -0.10395 5.33443 -0.89722
H -2.36577 4.62997 -1.58641
H -4.23848 4.71019 0.03315
H -3.85363 5.56281 2.31342
H -1.59529 6.28182 3.00426
C 1.86875 2.57730 0.46386
N 1.79098 1.25122 1.12512
C 2.99165 0.47278 0.79779
C 1.69687 1.43321 2.58929
C 0.34933 2.00587 2.96897
C 0.20330 2.64645 4.19359
C -1.03766 3.12804 4.57732
C -2.11642 2.99245 3.71566
C -1.94800 2.37177 2.48601
C -0.72015 1.83945 2.07032
H 2.85356 3.02335 0.63687
H 1.09879 3.23289 0.86131
H 1.72011 2.46736 -0.61022
H 3.89623 0.99758 1.12248
H 3.05165 0.30178 -0.27578
H 2.94939 -0.48711 1.31327
H 2.52372 2.06605 2.93640
H 1.83191 0.44826 3.04825
H 1.05932 2.76965 4.84927
H -1.15857 3.62297 5.53233
H -3.08338 3.39412 3.99378
H -2.80671 2.33708 1.82408
C -3.49277 -0.35012 1.19505
O -2.12139 -0.78337 1.23176
C -1.84841 -1.93904 1.92666
C -2.78595 -2.72434 2.54536
C -2.36889 -3.90258 3.17764
Br -3.65428 -4.98274 4.03412
C -1.05395 -4.28413 3.15858
C -0.09782 -3.47526 2.51995
C -0.47550 -2.27058 1.91689
O 0.36739 -1.45406 1.31730
C 1.27979 -3.89700 2.41682
N 2.18850 -3.33712 1.61831
C 3.39928 -4.01084 1.72750
C 4.62681 -3.82072 1.10893
C 5.63528 -4.69582 1.46259
C 5.42773 -5.72076 2.39604
C 4.20389 -5.91094 3.00825
C 3.19252 -5.03117 2.65080
N 1.86141 -4.92514 3.05180
H -4.09475 -1.10022 0.68170
H -3.50634 0.57807 0.63779
H -3.85073 -0.17805 2.20896
H -3.83310 -2.46085 2.54434
H -0.77681 -5.22442 3.61615
H 1.93889 -2.52157 1.06606
H 4.78318 -3.03441 0.38310
H 6.60994 -4.59125 1.00666
H 6.24791 -6.38147 2.63997
H 4.04548 -6.70503 3.72479
H 1.40123 -5.50790 3.73082
C -1.09970 -2.27211 -4.02238
C -1.02181 -1.79241 -2.56584
C -2.45862 -1.80153 -2.02138
C -0.27761 -2.87432 -1.76343
Si -0.20778 -0.01014 -2.30258
C -1.49456 1.33996 -2.88817
C -0.80234 2.69816 -3.05265
C -2.25441 1.04209 -4.18670
C -2.52854 1.51825 -1.76827
C 1.42031 0.09654 -3.40143
C 1.14308 0.16827 -4.91144
C 2.31216 -1.12610 -3.14683
C 2.29006 1.31337 -3.05502
H -1.67133 -3.20690 -4.06941
H -0.11644 -2.48263 -4.44123
H -1.59622 -1.55507 -4.67592
H -2.85528 -2.82305 -2.05877
H -3.13687 -1.17337 -2.59919
H -2.50091 -1.47899 -0.97827
H -0.76330 -3.84355 -1.92932
H -0.31305 -2.67199 -0.69018
H 0.76698 -2.98238 -2.05006
H -0.12144 2.71649 -3.90108
H -0.24391 2.98959 -2.15629
H -1.55598 3.47256 -3.23590
H -1.58216 0.89091 -5.03034
H -2.90771 1.88645 -4.43785
H -2.88912 0.15903 -4.10646
H -2.06332 1.87470 -0.83421
H -3.07872 0.59891 -1.56156
H -3.26375 2.28513 -2.04250
H 0.53427 -0.65711 -5.27437
H 2.09323 0.13920 -5.45811
H 0.64675 1.09668 -5.19026
H 1.88997 -2.04385 -3.55181
H 2.49692 -1.28453 -2.07776
H 3.28491 -0.97706 -3.62941
H 1.77439 2.26453 -3.17266
H 3.16223 1.33183 -3.71868
H 2.67578 1.26171 -2.03598
*
```

# 4
This record from the Open Molecules 2025 dataset describes a molecular structure, C4H11N2O. The level of theory is the ωB97M-V functional and the def2-TZVPD basis.

The value obtained for the molecular weight is 103.1 g/mol. The value obtained for the highest occupied orbital energy is -12.0 eV. The energy above the lowest of the compared OMol25 structures with the same formula, charge and spin is 11.685 eV. Its total energy is -343.13474 a.u. The calculation puts the frontier orbital gap at 0.1740 Ha.

Geometry as ORCA input:
```
! RIJCOSX wB97M-V def2-TZVPD def2/J DEFGRID3
* xyz 1 1
O -0.31199 -0.36793 0.14431
C 0.98188 0.03156 0.74202
N 1.77174 -1.13086 1.06498
C 1.92024 0.75475 -0.21648
N 3.23128 0.78527 0.38759
C -3.09196 -0.63382 -0.16530
C -2.65545 0.34355 -1.18634
H 0.84993 0.59488 1.69808
H 1.25106 -1.95693 1.30720
H 2.02706 0.21361 -1.21145
H 1.65745 1.76681 -0.23322
H 2.70858 -0.78785 1.36716
H 3.77683 1.34534 -0.32341
H -3.96740 -1.31346 -0.30882
H -2.71776 -0.44405 0.86524
H -3.44937 0.62344 -1.90232
H -2.10021 -0.87631 -1.02666
H -1.88190 1.05199 -1.00258
*
```

# 5
This record from the Open Molecules 2025 dataset describes a molecular structure, C3Cl2F5I. The level of theory is the ωB97M-V functional and the def2-TZVPD basis.

The value obtained for the molecular weight is 328.8 g/mol. The value obtained for the highest occupied orbital energy (alpha / beta) is -9.3 / -9.0 eV. The energy above the lowest of the compared OMol25 structures with the same formula, charge and spin is 0.000 eV. Its total energy is -1831.60952 a.u. The calculation puts the frontier orbital gap (alpha / beta) at 0.3016 / 0.2978 Ha.

Geometry as ORCA input:
```
! RIJCOSX wB97M-V def2-TZVPD def2/J DEFGRID3
* xyz 0 1
C -0.07865 -0.51913 0.53165
C 1.28925 -0.93357 -0.03906
C -1.28650 1.33560 -0.40396
F -0.18814 -0.41637 1.83076
F -0.83512 -1.41874 -0.01804
F 1.14563 -1.60901 -1.13854
F 1.89221 -1.82842 0.80549
F 2.13269 0.06025 -0.14084
Cl -0.89449 1.12693 -2.00475
Cl -2.79833 1.01117 0.18617
I -0.37854 3.19128 0.39113
*
```

# 6
This record from the Open Molecules 2025 dataset describes 2 unconnected molecules or ions with the total composition C4H10OS. The level of theory is the ωB97M-V functional and the def2-TZVPD basis.

Its SMILES is CC=O.CCS. The value obtained for the molecular weight is 106.2 g/mol. The value obtained for the highest occupied orbital energy is -9.2 eV. The energy above the lowest of the compared OMol25 structures with the same formula, charge and spin is 0.992 eV. Its total energy is -631.78824 a.u. The calculation puts the frontier orbital gap at 0.3655 Ha.

Geometry as ORCA input:
```
! RIJCOSX wB97M-V def2-TZVPD def2/J DEFGRID3
* xyz 0 1
C -0.17008 -1.12132 2.26682
C -1.60359 -0.55616 2.43828
S -2.03346 0.61249 1.12188
H -0.08422 -1.66507 1.32719
H 0.56236 -0.29914 2.20903
H 0.01840 -1.83183 3.10279
H -1.59970 -0.07363 3.40349
H -2.30236 -1.38190 2.47464
H -0.97572 0.47043 0.33142
O 2.99909 -0.58083 -2.40771
C 1.87718 -0.17443 -2.38510
C 1.28548 1.23515 -2.51218
H 1.02044 -0.88706 -2.53227
H 1.76445 1.93792 -1.81688
H 1.58025 1.67977 -3.45326
H 0.23148 1.08420 -2.29143
*
```